Record 1
{"formula": "C38H37F5GeIN2O3STcTe", "method": "ωB97M-V with the def2-TZVPD basis set", "total_charge": -1, "homo_energy_ha": [-0.1704, -0.1705], "s2": 0.758, "spin_multiplicity": 2, "lumo_energy_ev": [1.8, 1.3], "max_force_ev_per_a": 0.56, "symbols": ["Tc", "O", "C", "O", "C", "C", "C", "C", "C", "C", "S", "H", "H", "H", "H", "C", "C", "C", "C", "Ge", "C", "C", "C", "C", "H", "H", "H", "H", "H", "H", "H", "H", "H", "H", "H", "H", "H", "H", "H", "H", "H", "H", "H", "F", "C", "C", "F", "C", "F", "C", "O", "C", "F", "C", "F", "I", "C", "C", "C", "C", "N", "C", "H", "H", "H", "H", "N", "C", "C", "C", "C", "C", "C", "H", "H", "H", "H", "H", "Te", "C", "C", "C", "C", "C", "C", "H", "H", "H", "H", "H"], "positions_angstrom": [[-1.080, -0.652, -0.412], [-0.726, 2.339, 2.523], [-1.382, 1.580, 1.819], [-0.815, 0.818, 0.937], [-2.868, 1.518, 2.016], [-3.352, 2.257, 3.104], [-4.693, 2.313, 3.414], [-5.594, 1.614, 2.612], [-5.140, 0.880, 1.541], [-3.772, 0.803, 1.214], [-3.426, -0.198, -0.178], [-2.621, 2.791, 3.693], [-5.037, 2.889, 4.263], [-6.656, 1.641, 2.829], [-5.840, 0.333, 0.921], [-1.498, 3.848, -6.160], [-0.871, 3.034, -5.035], [-1.269, 1.564, -5.088], [-0.591, 0.694, -4.031], [-1.077, 1.184, -2.159], [0.135, 2.625, -1.521], [1.551, 2.163, -1.206], [2.469, 3.281, -0.726], [3.883, 2.781, -0.456], [-1.207, 4.899, -6.111], [-2.589, 3.801, -6.110], [-1.198, 3.462, -7.138], [-1.167, 3.457, -4.072], [0.221, 3.114, -5.081], [-1.038, 1.179, -6.091], [-2.357, 1.491, -4.979], [0.497, 0.746, -4.143], [-0.865, -0.350, -4.189], [-2.475, 1.839, -2.323], [-0.314, 3.051, -0.618], [0.152, 3.419, -2.276], [2.002, 1.685, -2.088], [1.510, 1.399, -0.426], [2.049, 3.709, 0.190], [2.488, 4.087, -1.469], [3.869, 1.982, 0.290], [4.532, 3.576, -0.079], [4.338, 2.380, -1.366], [5.381, -1.419, -3.623], [4.306, -1.320, -2.823], [4.445, -1.017, -1.480], [5.668, -0.819, -0.971], [3.336, -0.919, -0.667], [3.542, -0.646, 0.630], [2.013, -1.092, -1.127], [1.011, -0.952, -0.309], [1.928, -1.439, -2.487], [0.732, -1.713, -3.037], [3.035, -1.539, -3.312], [2.868, -1.869, -4.602], [-3.667, -2.834, 4.829], [-2.021, -2.835, 3.552], [-0.928, -3.651, 3.791], [0.136, -3.596, 2.907], [0.067, -2.733, 1.826], [-0.995, -1.962, 1.600], [-2.023, -2.005, 2.445], [-0.907, -4.309, 4.649], [1.016, -4.206, 3.056], [0.880, -2.620, 1.121], [-2.862, -1.361, 2.220], [-1.528, -2.007, -1.303], [-2.032, -3.248, -1.623], [-1.496, -3.979, -2.686], [-2.002, -5.237, -2.966], [-3.034, -5.769, -2.203], [-3.569, -5.035, -1.152], [-3.076, -3.776, -0.855], [-0.692, -3.551, -3.269], [-1.585, -5.808, -3.786], [-3.423, -6.754, -2.430], [-4.376, -5.446, -0.558], [-3.481, -3.178, -0.049], [1.748, 0.795, 2.965], [2.981, 0.794, 4.674], [2.732, -0.062, 5.750], [3.552, -0.054, 6.869], [4.638, 0.808, 6.932], [4.898, 1.664, 5.871], [4.076, 1.657, 4.753], [1.886, -0.736, 5.704], [3.342, -0.725, 7.694], [5.279, 0.813, 7.806], [5.744, 2.340, 5.912], [4.281, 2.327, 3.926]]}

Record 2
{"formula": "C3H8N3O", "method": "ωB97M-V with the def2-TZVPD basis set", "total_charge": 1, "homo_energy_ha": -0.5046, "lumo_energy_ev": -7.4, "max_force_ev_per_a": 5.67, "symbols": ["C", "C", "C", "N", "N", "N", "O", "H", "H", "H", "H", "H", "H", "H", "H"], "positions_angstrom": [[-1.852, -1.235, -0.352], [-1.101, 0.495, 0.670], [-0.635, -0.977, 0.412], [0.440, -1.565, 0.205], [2.671, 0.691, -0.140], [-2.199, 0.166, -0.119], [1.168, -2.430, -0.054], [-1.516, -1.503, -1.441], [-2.581, -2.003, -0.078], [-1.220, 0.492, 1.749], [-0.421, 1.274, 0.283], [2.332, 0.706, -1.077], [3.051, 1.526, 0.034], [-2.851, 0.624, -0.741], [3.467, -0.034, 0.031]]}

Record 3
{"formula": "C3H2F2N2O", "method": "ωB97M-V with the def2-TZVPD basis set", "homo_energy_ha": -0.3599, "lumo_energy_ev": 0.8, "max_force_ev_per_a": 7.08, "symbols": ["C", "C", "C", "H", "H", "N", "N", "O", "F", "F"], "positions_angstrom": [[0.145, 0.942, -0.022], [-1.154, 0.536, -0.037], [-1.062, -0.798, -0.132], [2.423, -0.915, -0.198], [0.632, 1.958, 0.467], [0.798, -0.133, -0.057], [0.173, -1.248, -0.084], [2.198, -0.010, 0.031], [-2.150, 1.451, -0.054], [-2.002, -1.784, 0.087]]}

Record 4
{"formula": "C5H11N2S", "method": "ωB97M-V with the def2-TZVPD basis set", "total_charge": 1, "homo_energy_ha": [-0.4351, -0.4351], "lumo_energy_ev": [-4.1, -4.1], "max_force_ev_per_a": 5.11, "symbols": ["C", "C", "C", "C", "C", "N", "N", "S", "H", "H", "H", "H", "H", "H", "H", "H", "H", "H", "H"], "positions_angstrom": [[-0.245, 3.199, 1.359], [0.031, 2.382, 0.326], [0.737, -2.257, -0.442], [0.089, -0.150, -0.756], [-0.043, -1.193, 1.522], [0.217, -1.221, 0.118], [-0.319, -0.481, -2.200], [-1.088, 1.266, -0.245], [0.481, 3.957, 1.662], [-1.188, 3.191, 1.814], [1.108, 2.304, -0.023], [1.057, -3.007, 0.271], [1.024, -2.421, -1.448], [0.793, -1.576, 2.080], [-0.497, -0.267, 1.999], [-0.918, -2.002, 1.759], [0.433, -0.948, -2.829], [-0.534, 0.308, -2.806], [-1.139, -1.084, -2.160]]}

Record 5
{"formula": "C4H5NO", "method": "ωB97M-V with the def2-TZVPD basis set", "homo_energy_ha": -0.3432, "smiles": "CC=C=CN=O", "lumo_energy_ev": -0.5, "max_force_ev_per_a": 0.96, "symbols": ["C", "C", "C", "O", "N", "C", "H", "H", "H", "H", "H"], "positions_angstrom": [[0.784, 1.097, -0.504], [0.329, -0.629, 0.920], [-0.178, 0.582, 0.571], [-1.841, -0.253, -0.206], [-1.476, -1.419, -0.252], [-0.219, -1.698, 0.295], [1.088, 2.078, -0.155], [1.696, 0.488, -0.546], [0.340, 1.120, -1.499], [-0.697, 1.331, 1.176], [0.174, -2.699, 0.200]]}

Record 6
{"formula": "C2H10N3", "method": "ωB97M-V with the def2-TZVPD basis set", "total_charge": 1, "homo_energy_ha": -0.5429, "lumo_energy_ev": -3.1, "max_force_ev_per_a": 0.56, "symbols": ["N", "H", "H", "H", "H", "C", "N", "C", "N", "H", "H", "H", "H", "H", "H"], "positions_angstrom": [[-0.935, -2.537, -0.056], [0.484, -0.991, 0.409], [-0.610, -3.494, 0.065], [-1.807, -2.512, 0.467], [-1.216, -2.491, -1.032], [1.024, 0.870, 1.410], [-0.381, 1.704, -1.036], [-0.042, 0.457, -0.771], [0.527, 0.032, 0.317], [2.110, 0.886, 1.403], [0.691, 0.456, 2.358], [0.632, 1.883, 1.330], [-0.253, 2.461, -0.383], [-0.933, 1.883, -1.858], [-0.291, -0.275, -1.523]]}